Computed, not measured: 3 unconnected molecules or ions with the total composition C4H16NO2 at a distorted geometry, with ωB97M-V/def2-TZVPD.

The orbital gap comes out at 11.85 eV. The lowest unoccupied orbital energy is -2.76 eV. The calculation puts the strongest force on any atom at 2.2 eV Å⁻¹. The calculation puts the calculated total energy at -366.99171 Ha. The spin multiplicity is 1. The calculation puts the relative energy (zero: lowest compared OMol25 entry of this formula, charge and spin) at 1.028 eV. Its charge is +1.

```
23
Properties=species:S:1:pos:R:3:forces:R:3
C 0.371 -2.135 -2.403 0.346 -1.028 0.381
C 0.538 -1.083 -1.306 -1.055 -1.818 0.672
N -0.823 -0.678 -0.730 0.864 0.311 -1.213
C -1.269 0.630 -1.300 0.009 0.466 0.018
C -0.563 1.756 -0.581 -0.096 0.290 0.069
H 0.736 -3.098 -2.026 0.168 0.195 -0.092
H 0.961 -1.901 -3.280 -0.073 0.112 -0.175
H -0.645 -2.406 -2.708 -0.090 0.673 -0.019
H 1.085 -1.471 -0.456 0.100 -0.255 0.084
H 1.093 -0.264 -1.638 0.313 1.688 -0.505
H -0.700 -0.637 0.287 -0.279 0.128 0.071
H -1.463 -1.405 -1.026 -0.260 -0.263 0.431
H -2.334 0.772 -1.246 -0.595 -0.359 0.718
H -1.156 0.639 -2.381 0.839 -0.369 -0.076
H -1.108 2.010 0.317 -0.369 0.269 0.108
H 0.425 1.530 -0.180 0.172 -0.125 -0.621
H -0.548 2.611 -1.251 0.218 0.201 0.209
H 2.404 1.823 4.545 0.099 -0.036 -0.083
H 1.391 1.373 5.569 -0.091 -0.152 -0.009
O 1.735 1.148 4.697 -0.106 0.147 -0.127
H -0.821 0.295 2.322 -0.127 0.042 0.259
H 0.624 0.435 2.733 0.315 -0.081 0.186
O 0.066 0.056 2.041 -0.303 -0.034 -0.285
```
Positions in Å, forces in eV/Å.